Below is C9H13B2F4N5O4Zn as an isolated structure in a non-equilibrium geometry, with properties calculated with ωB97M-V/def2-TZVPD.

Geometry (Å):
Zn 0.120 -0.076 1.611
C -1.487 2.927 -1.163
C -1.274 1.844 -0.181
N -0.260 1.890 0.656
O 0.622 2.919 0.507
B 1.935 2.361 -0.098
F 2.761 3.499 -0.076
F 1.656 1.882 -1.344
O 2.723 1.372 0.727
N 1.964 0.182 0.871
C 2.289 -0.695 -0.039
C 3.511 -0.534 -0.849
C 1.392 -1.867 -0.208
N 0.481 -1.920 0.753
O -0.489 -2.796 0.646
B -1.819 -2.243 0.089
F -2.533 -3.374 -0.102
F -1.500 -1.566 -1.104
O -2.467 -1.343 1.053
N -1.816 -0.131 0.959
C -2.173 0.734 0.066
C -3.486 0.611 -0.701
C 1.405 -2.916 -1.323
H -1.815 3.863 -0.681
H -0.477 3.161 -1.548
H -2.163 2.684 -2.004
H 4.292 -0.256 -0.156
H 3.732 -1.488 -1.294
H 3.470 0.242 -1.582
H -4.252 0.211 -0.004
H -3.833 1.559 -1.123
H -3.432 -0.093 -1.552
H 1.790 -2.474 -2.249
H 1.842 -3.876 -1.004
H 0.340 -3.154 -1.487
N -0.320 -0.354 4.694
C -0.133 -0.183 3.559
H -0.597 -0.601 5.681

The value obtained for the lowest unoccupied orbital energy (alpha / beta) is -0.4807 / -0.4807 Eh. The value obtained for the largest force on an atom is 0.094 hartree/bohr. The calculation puts the calculated total energy at -85806.948 eV. As for the total charge: +2. The value obtained for the HOMO-LUMO gap (alpha / beta) is 4.91 / 4.87 eV. The value obtained for the HOMO energy (alpha / beta) is -17.993 / -17.948 eV.